No. 1
17
Properties=species:S:1:pos:R:3:forces:R:3 method="wB97M-V/def2-TZVPD" charge=+1 homo_ev=-15.244
C -0.137814 1.521684 0.326106 1.4 -3.1 -0.7
N 0.759954 0.377450 0.828102 0.7 0.0 1.0
C -0.095485 -0.758086 1.283714 1.1 -0.8 0.3
H 0.490905 2.234396 -0.192819 -0.3 0.6 0.6
H -0.765289 1.713748 1.184541 -0.2 0.9 -0.4
H -0.588398 0.867843 -0.425221 -1.2 1.2 -0.2
H 1.425149 0.019618 0.119418 -0.5 0.2 -0.6
H 1.385496 0.644536 1.585965 -0.3 0.3 0.3
H -0.545028 -1.229582 0.417991 -0.7 0.5 0.1
H 0.526055 -1.556301 1.696461 0.3 0.3 0.1
H -0.733985 -0.422124 2.092223 -0.5 0.0 -0.4
H -2.484252 -0.997895 -1.773963 -0.4 0.4 0.3
H -3.277055 0.099569 -0.968284 -0.2 -0.1 -0.3
O -2.464801 -0.409012 -1.002872 0.6 -0.3 -0.1
H 1.631529 -1.252608 -1.963340 -0.3 -0.9 -1.2
H 2.827592 -0.222596 -1.808155 -0.5 -0.6 -0.2
O 2.045420 -0.630645 -1.399873 0.9 1.4 1.3



No. 2
17
Properties=species:S:1:pos:R:3:forces:R:3 method="wB97M-V/def2-TZVPD" smiles=CC.O.O.O homo_ev=-11.229
C 0.706469 -1.229043 -1.521256 -0.4 1.4 1.1
C 1.387922 0.146825 -1.433298 -0.1 0.2 -0.8
H -0.352573 -0.894314 -1.450116 0.3 -1.4 -0.4
H 1.006636 -1.758312 -0.593620 -0.5 -0.1 -0.6
H 1.004546 -1.789534 -2.416860 -0.4 0.1 0.3
H 1.454612 0.600756 -2.430901 -0.5 0.2 0.1
H 0.830616 0.843252 -0.733265 1.2 -0.9 -0.7
H 2.432665 -0.030912 -1.238715 0.4 0.5 0.9
O -2.162241 -1.661572 0.802243 0.3 3.1 1.9
H -1.701376 -2.459142 0.675242 1.0 -1.5 -0.2
H -1.615932 -1.081003 1.458312 -1.3 -1.9 -1.7
O -1.685333 0.831616 1.590296 -1.0 0.4 -1.4
H -2.292741 0.636272 0.830564 0.7 -0.4 0.8
H -1.749834 1.789252 1.559904 0.1 0.4 0.6
O 1.151117 2.219949 1.368056 -0.3 -0.7 1.5
H 0.193263 2.040278 1.293424 0.8 -0.1 0.0
H 1.392183 1.795632 2.239992 -0.4 0.7 -1.5



No. 3
18
Properties=species:S:1:pos:R:3:forces:R:3 method="wB97M-V/def2-TZVPD" smiles=CSC.O.O.O homo_ev=-8.564
C -1.718178 1.067296 -0.917006 0.5 -1.5 -0.9
S -0.899438 -0.275276 -1.934462 -0.4 0.1 0.7
C -0.578027 -1.449554 -0.584324 0.7 -0.2 -0.5
H -1.341420 0.945128 0.086237 0.3 0.5 0.1
H -2.785958 0.906273 -0.893721 -0.3 0.2 -0.3
H -1.399351 1.962476 -1.437181 -0.2 0.3 0.5
H -1.480334 -1.757983 -0.089182 -0.4 0.0 0.3
H -0.064494 -2.358195 -0.927446 -0.3 0.3 -0.4
H 0.137088 -0.998321 0.095807 -0.1 0.3 0.3
O -0.606509 -0.385070 2.825728 0.9 -0.5 0.3
H -1.426988 0.085185 2.739335 -0.4 0.3 -0.4
H -0.215154 -0.532312 1.955131 -0.5 0.2 0.1
O 2.944932 -0.455372 -0.453615 0.6 -1.0 -0.1
H 2.998813 -1.401569 -0.262427 0.4 0.0 -0.4
H 2.242427 -0.215890 0.134112 -0.8 0.7 0.4
O 1.070582 1.561509 -0.136671 -1.0 -0.1 0.8
H 1.641294 1.481076 -0.904912 0.6 0.2 0.5
H 1.480715 1.820600 0.704597 0.5 0.1 -1.0



Computed energy above the lowest of the compared OMol25 structures with the same formula, charge and spin, in the same sequence as the records: 0.957, 0.906, 0.910 eV.